Below is a structure of composition C42H64N6O3STi, with properties calculated with the ωB97M-V functional and the def2-TZVPD basis.

Summary:
* E_LUMO: 0.1455 Eh
* total charge: -2
* HOMO energy: -0.504 eV
* spin multiplicity: 1
* E_tot: -3440.86095 Eh

Geometry as XYZ:
```
117
Properties=species:S:1:pos:R:3:forces:R:3:lowdin_charge:R:1
Ti 0.72040 -1.09325 -1.16591 -0.341 -0.193 -0.514 0.94
C -3.35340 0.68330 -1.23345 -0.072 -0.024 0.005 -0.14
N -2.38520 1.06440 -0.24325 0.264 0.032 -0.167 -0.29
C -2.35812 2.48748 -0.01181 0.015 0.055 -0.017 -0.11
C -2.44661 0.26072 0.94889 -0.191 -0.086 0.018 -0.19
C -1.17817 0.29443 1.77771 0.008 0.049 -0.087 -0.16
N -0.01815 -0.54374 1.36072 0.032 0.356 0.228 -0.12
C -0.29272 -1.92969 1.80309 0.291 -0.118 0.400 -0.16
C -1.52918 -2.64196 1.33016 0.266 0.122 -0.060 -0.14
C -2.35796 -3.23443 2.25491 -0.118 -0.105 -0.050 0.00
C -3.47339 -3.98048 1.86496 0.096 0.062 -0.192 -0.18
C -3.68299 -4.09455 0.49707 -0.144 -0.101 0.201 0.00
C -2.87517 -3.51270 -0.48080 0.246 0.246 -0.224 -0.08
C -1.76926 -2.73465 -0.06346 -0.284 -0.305 0.355 -0.30
O -0.99834 -2.07239 -0.86811 0.375 0.158 -0.157 -0.20
C -3.25708 -3.76114 -1.94813 -0.116 -0.107 -0.129 -0.52
C -2.32493 -3.15253 -3.00616 0.025 -0.015 0.078 -0.05
C -4.66727 -3.20473 -2.20948 -0.011 0.013 0.012 -0.05
C -3.27178 -5.28009 -2.20134 -0.007 -0.012 -0.010 -0.06
C -4.37529 -4.61785 2.91621 -0.042 -0.017 0.028 -0.56
C -4.95956 -3.52648 3.82423 -0.002 -0.003 0.030 -0.06
C -3.56228 -5.60089 3.77095 -0.008 -0.002 0.014 -0.06
C -5.54115 -5.39007 2.29524 0.016 0.019 -0.005 -0.08
C 1.11976 -0.08813 2.26359 -0.034 -0.295 -0.169 -0.12
C 2.08204 1.02461 1.91435 -0.237 0.091 0.062 -0.13
C 3.43207 0.72347 1.98028 0.010 0.011 0.052 -0.03
C 4.43966 1.66352 1.79053 0.028 0.083 0.035 -0.21
C 4.01935 2.95269 1.44867 0.017 -0.148 0.009 -0.01
C 2.68546 3.31656 1.37149 -0.191 0.118 -0.061 -0.09
C 1.64413 2.37256 1.71331 0.266 0.042 -0.279 -0.33
O 0.41625 2.71434 1.79490 0.115 0.162 0.068 -0.12
C 2.27840 4.73085 0.93429 -0.004 -0.088 0.145 -0.54
C 1.57858 5.44732 2.10210 -0.067 0.033 -0.091 -0.06
C 3.47559 5.58515 0.52008 0.086 0.051 0.029 -0.09
C 1.34161 4.65603 -0.28217 0.006 0.039 0.049 -0.05
C 5.90098 1.31518 2.07628 0.011 -0.015 -0.038 -0.56
C 6.86103 2.38608 1.55267 -0.013 0.023 -0.009 -0.08
C 6.09775 1.20183 3.59743 0.047 -0.024 -0.014 -0.06
C 6.30860 -0.01769 1.43273 -0.009 -0.014 0.038 -0.06
H -4.39632 0.88847 -0.91382 -0.015 0.001 0.002 0.08
H -3.26053 -0.38203 -1.45163 0.025 -0.011 0.035 0.06
H -3.15847 1.22219 -2.16104 -0.014 0.033 -0.017 0.06
H -3.30549 2.85489 0.43526 -0.018 -0.011 0.012 0.08
H -2.21111 2.99895 -0.96572 -0.013 -0.005 -0.013 0.07
H -1.52711 2.76553 0.63708 -0.034 -0.044 0.018 0.06
H -2.72118 -0.75065 0.65447 -0.007 0.159 0.059 0.10
H -3.25891 0.61117 1.62309 -0.036 0.026 -0.014 0.12
H -1.43529 -0.00544 2.80777 -0.047 -0.063 0.005 0.12
H -0.80127 1.31637 1.83612 -0.057 -0.067 0.007 0.08
H -0.33954 -1.92885 2.90794 0.056 0.020 -0.057 0.12
H 0.58355 -2.52755 1.54296 -0.106 -0.077 -0.067 0.10
H -2.12590 -3.10639 3.30833 0.017 0.020 0.001 0.11
H -4.53516 -4.67176 0.15908 0.024 0.015 -0.027 0.08
H -2.28699 -2.06665 -2.96032 0.027 0.042 0.031 0.08
H -2.70152 -3.44149 -3.99392 -0.006 0.003 0.015 0.08
H -1.30249 -3.51531 -2.91252 0.033 0.031 0.025 0.08
H -4.68073 -2.12318 -2.06259 -0.011 0.003 0.005 0.07
H -5.41579 -3.64482 -1.54589 0.022 -0.001 -0.003 0.07
H -4.96468 -3.41125 -3.24210 0.002 0.002 -0.006 0.08
H -2.28042 -5.69745 -2.01628 0.008 -0.016 -0.003 0.09
H -3.54021 -5.48157 -3.24289 0.007 0.005 -0.001 0.07
H -3.98669 -5.80492 -1.56357 0.013 0.021 0.015 0.07
H -4.17140 -2.96262 4.32480 0.005 -0.002 -0.012 0.07
H -5.60321 -3.96633 4.59337 -0.003 -0.002 -0.004 0.07
H -5.54979 -2.82024 3.23755 -0.004 0.006 -0.003 0.09
H -2.72884 -5.10234 4.26695 -0.001 0.016 -0.007 0.07
H -3.14922 -6.39464 3.14570 0.004 -0.009 -0.002 0.09
H -4.19382 -6.05574 4.54126 0.000 -0.004 0.000 0.07
H -6.17837 -4.73667 1.69612 0.000 0.005 -0.006 0.08
H -6.15571 -5.82850 3.08638 0.006 0.005 0.007 0.08
H -5.18579 -6.20038 1.65582 0.000 -0.009 -0.008 0.08
H 1.74656 -0.96740 2.42379 -0.038 -0.075 -0.012 0.10
H 0.63719 0.12941 3.22824 0.073 0.046 0.081 0.12
H 3.70458 -0.30437 2.20784 -0.015 -0.031 -0.029 0.11
H 4.76860 3.70118 1.22634 -0.011 -0.034 0.013 0.07
H 2.27438 5.56851 2.93773 -0.005 -0.006 0.006 0.08
H 0.72325 4.86102 2.43152 0.004 -0.025 0.021 0.07
H 1.23359 6.44276 1.79397 0.031 -0.009 -0.010 0.07
H 4.18135 5.72933 1.34320 -0.004 0.004 -0.005 0.07
H 3.12066 6.57340 0.21264 -0.006 -0.002 -0.024 0.07
H 4.01301 5.13887 -0.32030 0.012 0.013 0.000 0.08
H 0.46394 4.05813 -0.05466 -0.036 -0.038 0.018 0.06
H 1.85745 4.19927 -1.12991 0.001 -0.019 0.005 0.09
H 1.02667 5.66579 -0.57345 -0.009 -0.015 -0.001 0.07
H 6.70103 3.34809 2.04339 -0.003 -0.003 0.004 0.07
H 6.73582 2.52854 0.47698 0.007 0.008 -0.001 0.09
H 7.89505 2.08285 1.74211 0.005 -0.010 -0.001 0.07
H 5.85191 2.14859 4.08310 -0.011 0.005 -0.001 0.08
H 7.13416 0.93956 3.84335 -0.003 0.007 0.005 0.07
H 5.44039 0.43498 4.01059 -0.007 -0.006 0.000 0.08
H 6.18623 0.01786 0.35036 -0.009 0.015 -0.039 0.08
H 5.70962 -0.84961 1.80276 -0.031 -0.004 -0.005 0.07
H 7.35764 -0.24142 1.65623 -0.004 0.008 0.001 0.07
N -0.25627 0.95796 -5.15795 0.012 0.083 0.052 0.01
C 0.13233 0.21871 -4.02072 -0.020 -0.117 -0.007 -0.89
S -0.19570 0.87257 -2.46086 -0.023 0.010 0.199 0.69
N 0.66174 -0.92906 -4.20775 0.148 -0.013 -0.327 -0.03
N 0.97863 -1.60682 -3.04238 0.129 -0.194 0.032 -0.22
C 1.60185 -2.81986 -3.32810 -0.134 0.045 -0.169 -0.15
C 2.04455 -3.52882 -2.27136 -0.031 -0.173 0.148 -0.31
C 2.74563 -4.79273 -2.29570 -0.056 0.094 -0.074 -0.07
C 3.28213 -5.29591 -1.16734 0.072 0.031 0.149 -0.14
C 3.18038 -4.54943 0.06287 0.051 -0.079 -0.078 -0.12
C 2.46348 -3.39310 0.04593 -0.010 0.147 -0.177 -0.18
N 1.80544 -2.90930 -1.03398 0.013 0.112 0.055 -0.04
H -0.17365 1.95059 -4.99070 -0.012 -0.017 0.004 0.04
H 0.28706 0.67525 -5.96260 -0.005 -0.032 0.007 0.06
H 1.71858 -3.11188 -4.36212 -0.093 -0.014 -0.001 0.09
H 2.84930 -5.30252 -3.24685 -0.024 -0.013 0.002 0.09
H 3.82273 -6.23597 -1.19155 -0.017 -0.014 0.018 0.08
H 3.66196 -4.87700 0.97325 0.021 -0.008 -0.008 0.07
H 2.41419 -2.77385 0.93451 -0.037 -0.018 0.076 0.09
C 3.51926 -0.26709 -1.34341 -0.064 0.027 -0.096 -0.17
O 2.26989 -0.26801 -0.72692 -0.070 0.099 0.512 -0.39
H 3.43943 0.04629 -2.39221 -0.029 -0.001 0.010 0.08
H 4.18709 0.42226 -0.81974 0.010 0.024 0.060 0.06
H 3.95484 -1.27512 -1.33007 0.025 0.006 0.020 0.08
```
Positions in Å, forces in eV/Å.